No. 1
{
  "formula": "C27H32Cl2FN4O4Si2",
  "method": "wB97M-V/def2-TZVPD",
  "gap_ev": 4.62,
  "total_charge": -1,
  "energy_ev": -86189.5342,
  "max_force_ev_per_a": 1.193,
  "homo_energy_ev": -3.81,
  "species": ["C", "C", "N", "H", "H", "Si", "H", "F", "C", "N", "C", "H", "H", "H", "C", "C", "C", "C", "H", "C", "H", "H", "O", "O", "C", "H", "O", "H", "C", "H", "C", "C", "H", "H", "H", "H", "C", "C", "C", "Cl", "Cl", "H", "C", "C", "H", "O", "C", "H", "C", "N", "H", "H", "C", "H", "C", "Si", "H", "H", "H", "H", "H", "H", "C", "H", "H", "N", "C", "H", "C", "C", "C", "H"],
  "coordinates": [[2.18546, 1.00816, 1.37873], [1.20013, -3.90384, 3.18988], [0.90408, -1.52406, -3.31362], [-0.39194, -3.83824, -5.39501], [1.00549, -4.46750, -4.50325], [-0.19841, -2.77123, -3.12504], [-0.63150, -4.42112, -1.28115], [-3.99053, 0.21315, 0.11137], [0.89128, 0.72394, 2.03981], [4.69531, 1.51214, 0.13103], [0.58662, -0.60177, 2.30449], [2.20045, 1.29382, -3.39090], [-5.76457, 0.19741, 2.21801], [-2.34280, -1.92248, -4.12846], [0.18298, -3.28821, 3.23732], [4.56631, 1.23950, 1.43629], [3.52553, 1.53523, -0.51641], [0.66936, 4.08306, 3.21802], [-2.14919, -1.36258, -2.45819], [1.50005, -1.37687, -6.26114], [-1.67519, -2.78950, 2.40044], [-0.28180, 1.34033, -5.70494], [-2.34705, 3.36945, 3.79769], [-5.40022, 2.27563, 3.60043], [-2.01371, -2.21365, -3.12871], [3.38739, 0.20376, -4.13729], [-4.70157, 2.21978, 0.58355], [2.57557, 1.43695, -5.12008], [3.38061, 0.96714, 2.08825], [1.56103, 2.40271, 4.30223], [2.44211, 0.72798, -4.29424], [-0.49689, 0.54552, -4.97882], [1.74021, 3.96451, 5.04702], [2.03130, -4.55943, 3.21198], [0.17519, 3.21744, 5.12341], [-1.48793, -2.45570, 4.10593], [-0.00261, 1.75698, 2.36527], [-0.60895, -0.97643, 2.89168], [-4.52526, 1.10281, 0.91026], [-0.95503, 3.95425, 1.03117], [2.08941, 5.11154, 2.72715], [-2.67639, -3.02176, -2.79170], [-1.47782, 0.04431, 3.24892], [-2.29048, 2.20829, 3.55830], [1.28347, -1.37193, 2.01262], [-3.31961, -0.95828, 4.47082], [-1.18041, 1.36702, 3.00120], [3.56543, 1.73402, -1.57894], [-2.80914, -0.03339, 3.91342], [-3.34845, 1.28174, 3.88451], [0.65923, -1.94803, -6.66054], [-0.84473, 1.01749, -4.05780], [0.34048, 3.18108, 2.01098], [-1.31151, -0.05485, -5.38925], [-4.61264, 1.45898, 3.25879], [1.04647, -0.50494, -4.63810], [1.40162, 1.38248, -0.58885], [1.08940, -4.00432, -1.37691], [1.79436, -0.65141, -7.03075], [5.48081, 1.22626, 2.01661], [1.18612, 3.16887, 1.34411], [-0.05591, -2.87299, -0.63370], [0.07722, -3.59896, -1.44003], [2.33801, -2.05821, -6.10280], [3.38959, 0.72279, 3.13911], [-4.80575, 0.52889, 2.18066], [1.05089, 3.33877, 4.49182], [-0.62760, -5.03511, -4.12266], [-0.03675, -4.15619, -4.41249], [2.28041, 1.32547, 0.03456], [-0.97890, -2.42223, 3.14740], [-0.13809, 4.77552, 3.39654]]
}

---

No. 2
{
  "formula": "C16H34BNP2Ti",
  "method": "wB97M-V/def2-TZVPD",
  "de_lowest_kcal_mol": 0.0,
  "gap_ev": [6.55, 6.67],
  "energy_ev": -60997.2169,
  "multiplicity": 3,
  "max_force_ev_per_a": 4.116,
  "homo_energy_ev": [-6.66, -6.85],
  "s_squared": 2.01,
  "species": ["P", "P", "C", "H", "H", "C", "H", "C", "H", "C", "C", "H", "H", "H", "C", "N", "H", "C", "H", "H", "H", "H", "H", "C", "H", "C", "H", "H", "H", "C", "H", "H", "H", "C", "H", "H", "H", "H", "H", "H", "H", "H", "H", "C", "B", "C", "Ti", "C", "C", "H", "H", "H", "H", "H", "C"],
  "coordinates": [[0.20434, -1.56950, -1.76674], [-0.09847, 1.72793, -1.70864], [-0.01048, 0.15098, 3.31289], [-0.00089, 1.15550, 5.23370], [0.78147, 0.70350, -9.16340], [1.68243, -0.51530, -7.59002], [-2.49241, 1.54759, -2.01661], [1.87054, -2.20238, -1.99746], [2.28911, -1.08186, -8.31843], [0.57422, 1.75196, -7.26373], [1.31697, 0.85587, -8.21867], [-0.89577, -0.11666, -9.22425], [-0.99798, -0.57195, 5.23751], [2.02298, 2.75595, -1.33503], [0.37379, 0.82594, -3.25992], [-0.00798, 0.43616, 2.17961], [2.34905, -0.33517, -6.73130], [0.00180, -1.66072, 1.52744], [1.21764, 2.45632, -6.72096], [-1.07473, -1.76565, 1.90472], [-0.00968, 1.44594, -4.07461], [2.27202, 1.35013, -8.47023], [-2.00593, 2.99025, -1.08690], [-0.74349, 1.79510, -7.00755], [2.61586, -1.39657, -1.96475], [-1.46811, -0.33321, -8.31437], [0.94313, 3.67305, -2.44207], [2.08134, -2.91126, -1.18636], [-1.73477, 2.94283, -2.86213], [-0.17959, -0.59469, -3.31623], [-2.55877, 0.75350, -6.79000], [1.47157, 0.84017, -3.29068], [-1.93034, -2.64655, -1.68493], [1.00081, 3.09807, -1.51802], [0.99735, -0.57244, 5.23834], [0.41982, -2.52100, 1.09029], [-1.08788, 2.55511, -6.29960], [0.66208, 3.69764, -0.66844], [-1.42573, -2.03261, -6.92808], [-0.75189, -3.45228, -2.77558], [-2.41166, -0.80767, -8.63732], [0.24633, -1.15330, -4.15720], [-1.27487, -0.60116, -3.41783], [-0.76187, -1.29433, -7.39583], [-0.00390, 0.00848, 4.77067], [-1.75133, 2.35269, -1.94178], [-0.02424, 0.06688, 0.07040], [-1.86000, 0.99190, -7.60777], [-0.89219, -2.97566, -1.80184], [-0.64233, -3.67410, -0.99659], [0.86090, -2.16402, -6.42354], [0.82220, -1.51600, 2.37562], [-2.43894, 1.60775, -8.31852], [1.91429, -2.71641, -2.96478], [0.54455, -1.35604, -7.09030]]
}

---

No. 3
{
  "formula": "C7H8NS",
  "method": "wB97M-V/def2-TZVPD",
  "de_lowest_kcal_mol": 57.9,
  "gap_ev": 7.76,
  "total_charge": 1,
  "energy_ev": -19702.6556,
  "max_force_ev_per_a": 3.164,
  "homo_energy_ev": -12.65,
  "species": ["C", "N", "H", "C", "S", "H", "C", "H", "H", "C", "H", "H", "H", "C", "C", "H", "C"],
  "coordinates": [[-0.42913, -1.07364, 1.72750], [0.65551, 1.15803, 1.54900], [-0.63075, -1.86568, -2.09613], [-0.17352, 0.34731, 2.05692], [-1.73170, 0.03792, 2.57354], [-0.07737, -1.86320, 2.43334], [-0.37985, -0.80640, -1.96524], [2.35650, 2.43778, 1.93138], [-0.77475, -2.53951, -0.02917], [-0.49578, -0.59517, -0.60545], [0.06838, 1.21655, -2.52068], [-0.17906, 0.00219, -3.87606], [-0.49920, 0.41668, -0.27702], [-0.30621, 0.17453, -2.83089], [-0.59496, -1.47633, 0.35748], [1.63506, 2.44768, 0.28780], [1.55686, 1.98125, 1.28368]]
}

---

No. 4
{
  "formula": "C24H22N2O7",
  "method": "wB97M-V/def2-TZVPD",
  "de_lowest_kcal_mol": 58.1,
  "gap_ev": 8.02,
  "smiles": "COc1cc([C@H]2C(C(=O)c3ccco3)=C(O)C(=O)N2Cc2cccnc2)cc(OC)c1OC",
  "energy_ev": -42556.0071,
  "max_force_ev_per_a": 0.918,
  "homo_energy_ev": -8.29,
  "species": ["N", "C", "H", "C", "C", "H", "H", "C", "C", "C", "H", "H", "O", "H", "C", "C", "C", "C", "C", "O", "H", "C", "C", "O", "O", "H", "H", "H", "C", "H", "C", "C", "N", "O", "C", "H", "C", "C", "C", "H", "H", "O", "H", "H", "H", "H", "C", "H", "C", "C", "O", "H", "H", "H", "C"],
  "coordinates": [[0.13273, -3.42968, 2.37781], [2.37564, -1.27881, 1.02215], [3.88143, -3.99145, -1.85660], [1.99025, -2.01106, -0.10504], [1.63000, -0.15579, 1.39722], [-0.20236, -4.96903, 1.08631], [3.34049, -3.61278, 1.82605], [-2.15580, 2.21084, -0.02633], [-0.65453, -2.07939, -2.61331], [-1.67439, -3.41425, 0.82758], [-0.77208, -0.20542, -0.95439], [4.01914, -2.21301, -1.79010], [-3.86452, 1.00010, 1.14213], [0.35413, -1.81303, 3.59504], [-0.24286, -2.23579, 2.79714], [-0.81249, 2.26937, 0.06958], [-0.12388, 3.53904, -1.96774], [3.32574, -3.06097, -1.75234], [0.84095, -1.61540, -0.81879], [2.68798, -3.13897, -0.49180], [-2.22351, -3.92707, 0.05270], [0.51139, 0.22230, 0.69293], [-0.77696, 3.81012, -4.08034], [0.59794, 4.55064, -2.50004], [3.42035, -1.54067, 1.84073], [-1.27594, 3.70926, -5.02214], [-2.73159, -0.15370, 3.10636], [2.60444, -2.97299, -2.56706], [-0.37134, 1.34759, 1.18256], [-1.54813, -2.10563, -1.98240], [-2.68313, 1.26566, 0.99880], [-1.32735, -1.54112, 2.27406], [-1.62366, 0.82234, 1.69543], [-3.03342, 2.83981, -0.80992], [0.19023, 3.10503, -0.60472], [0.15788, 1.90957, 1.96080], [0.19591, 4.71405, -3.75616], [0.11575, -0.50563, -0.42250], [-1.69495, -0.15939, 2.75252], [0.65825, 5.49662, -4.32600], [4.72341, -2.90133, 0.95236], [0.50298, -2.40003, -1.88205], [1.96004, 0.39308, 2.26414], [-3.92107, 2.56633, -0.50811], [4.66415, -2.82476, 2.72940], [-1.03128, 0.14647, 3.56590], [-0.98626, 3.04291, -2.92024], [-0.57056, -1.09619, -3.08821], [4.06588, -2.79823, 1.81835], [-0.55812, -3.99939, 1.40687], [1.23229, 3.40387, -0.05081], [-2.92802, -1.66576, 0.85267], [-1.67492, 2.23307, -2.80559], [-0.73453, -2.84546, -3.38330], [-2.06357, -2.16243, 1.27124]]
}